The following is a quantum chemistry calculation of a cluster of 11 separate species, C48H120F4N8O14S4 in total, from the OMol25 dataset.

Values from the calculation:
- LUMO energy (hartree) = -0.28953
- largest force on an atom (Eh/bohr) = 0.146
- spin multiplicity = 1
- HOMO level (eV) = -8.76
- DFT total energy (eV) = -146448.668
- orbital gap (eV) = 0.88
- charge = +4

Each line ends with the Mulliken charge.
Atoms and positions in Å:
C 14.24 13.11 8.84  -1.202
C 14.32 13.61 7.43  -0.438
N 15.11 12.68 6.58  0.200
C 14.71 12.97 5.15  -1.040
C 16.49 12.87 6.70  -0.229
C 16.99 14.24 6.36  -1.179
C 14.56 11.23 6.84  -0.654
C 14.95 10.14 5.83  -0.704
O 16.29 9.95 5.70  -0.331
C 16.78 9.18 4.57  -0.814
H 13.92 14.04 9.28  0.444
H 15.24 12.93 9.26  0.343
H 13.57 12.27 9.03  0.344
H 14.77 14.59 7.47  0.334
H 13.37 13.72 6.87  0.449
H 15.48 12.43 4.52  0.346
H 14.75 14.08 5.01  0.435
H 13.73 12.55 4.89  0.421
H 17.09 12.01 6.20  0.319
H 16.75 12.57 7.77  0.326
H 16.44 15.03 6.93  0.303
H 17.01 14.75 5.40  0.345
H 18.04 14.09 6.63  0.370
H 13.48 11.26 7.13  0.442
H 15.01 10.91 7.80  0.429
H 14.41 10.12 4.82  0.449
H 14.42 9.14 6.27  0.306
H 16.01 8.54 4.41  0.428
H 17.79 8.71 4.74  0.246
H 16.60 9.78 3.62  0.313
C 30.73 14.98 11.65  -1.272
C 29.85 16.11 11.19  0.055
N 30.69 17.30 10.71  -0.018
C 31.55 17.96 11.80  -1.079
C 31.51 16.93 9.49  -0.454
C 32.45 17.99 8.79  -1.113
C 29.66 18.43 10.27  -0.504
C 28.80 18.78 11.50  -0.367
O 27.37 19.37 11.28  -0.319
C 26.95 20.49 10.71  -0.309
H 30.19 14.06 11.85  0.416
H 31.36 15.19 12.60  0.303
H 31.48 14.63 10.89  0.331
H 29.42 16.57 12.15  0.081
H 29.01 15.90 10.50  0.379
H 30.99 18.11 12.70  0.440
H 31.97 18.95 11.48  0.388
H 32.35 17.32 12.03  0.466
H 30.81 16.42 8.88  0.462
H 32.17 16.18 9.95  0.305
H 33.23 18.39 9.51  0.299
H 31.83 18.80 8.34  0.297
H 33.08 17.46 8.06  0.430
H 29.07 17.95 9.47  0.394
H 30.22 19.31 9.93  0.435
H 29.18 19.79 11.99  0.493
H 28.44 18.01 12.21  0.121
H 26.55 24.78 15.41  -0.259
H 25.64 20.66 11.34  0.279
H 27.68 21.19 10.23  0.318
C 11.08 15.33 19.50  -1.210
C 11.23 16.38 18.38  -0.366
N 9.91 17.02 18.01  0.208
C 9.02 15.92 17.65  -1.065
C 9.33 17.76 19.18  -0.516
C 10.29 18.60 19.93  -1.279
C 9.94 18.06 16.87  -0.533
C 10.61 17.71 15.53  -0.598
O 9.88 16.66 14.97  -0.258
C 10.26 16.40 13.67  -0.769
H 12.08 15.09 19.81  0.450
H 10.41 14.45 19.30  0.306
H 10.51 15.86 20.32  0.293
H 11.61 15.96 17.45  0.575
H 11.97 17.11 18.77  0.249
H 9.51 15.26 16.85  0.351
H 8.16 16.34 17.12  0.389
H 8.65 15.30 18.45  0.480
H 8.73 17.03 19.68  0.531
H 8.57 18.38 18.72  0.516
H 9.76 19.21 20.70  0.435
H 10.77 19.25 19.31  0.416
H 11.00 17.92 20.42  0.270
H 10.59 18.89 17.35  0.190
H 8.91 18.46 16.71  0.339
H 11.66 17.45 15.71  0.400
H 10.57 18.65 14.98  0.407
H 11.35 16.46 13.61  0.349
H 9.76 17.03 12.94  0.274
H 9.85 15.35 13.51  0.232
C 19.83 21.69 18.04  -1.412
C 18.39 21.83 17.64  0.538
N 17.83 23.08 16.92  0.324
C 18.68 23.40 15.66  -0.899
C 16.38 22.74 16.49  0.082
C 15.62 23.71 15.59  -1.571
C 17.86 24.33 17.81  -0.777
C 16.84 24.44 18.95  -0.746
O 17.11 23.41 19.83  -0.256
C 16.16 23.14 20.89  -0.578
H 20.60 21.64 17.22  0.400
H 19.86 20.72 18.63  0.128
H 20.10 22.49 18.72  0.370
H 17.72 21.90 18.54  -0.072
H 18.00 21.08 16.96  0.246
H 18.47 24.37 15.16  0.341
H 18.41 22.55 15.00  0.346
H 19.74 23.31 15.92  0.354
H 15.88 22.57 17.48  0.249
H 16.41 21.78 15.95  0.164
H 15.78 24.72 15.98  0.333
H 14.57 23.41 15.69  0.450
H 15.80 23.50 14.57  0.390
H 17.71 25.22 17.18  0.534
H 18.90 24.47 18.19  0.499
H 15.80 24.46 18.58  0.360
H 17.01 25.43 19.35  0.496
H 16.62 22.50 21.62  -0.020
H 15.32 22.61 20.39  0.290
H 15.78 24.08 21.37  0.395
C 18.54 5.05 20.25  -1.415
C 17.89 5.25 21.58  -0.393
N 16.40 5.01 21.74  0.358
C 15.77 4.08 20.68  -1.123
C 15.99 4.75 23.15  -0.295
C 16.60 3.72 24.07  -1.270
C 15.67 6.39 21.23  -0.289
C 15.88 7.56 22.01  -0.757
O 16.05 8.72 21.38  -0.207
C 15.99 9.95 21.93  -0.710
H 19.53 4.90 20.64  0.458
H 18.45 5.95 19.61  0.269
H 18.36 4.09 19.80  0.396
H 18.13 6.26 21.90  0.453
H 18.40 4.64 22.27  0.458
H 16.09 3.03 20.79  0.312
H 16.13 4.46 19.72  0.499
H 14.70 4.15 20.80  0.444
H 14.92 4.63 23.17  0.407
H 16.26 5.70 23.62  0.176
H 16.09 3.98 25.06  0.371
H 17.64 3.96 24.26  0.378
H 16.35 2.69 23.73  0.313
H 14.59 6.20 21.18  0.401
H 15.96 6.62 20.16  0.245
H 16.13 7.75 23.07  0.274
H 3.79 19.59 22.78  -0.254
H 15.22 10.42 21.28  0.206
H 16.94 10.51 21.89  0.226
H 15.55 10.01 22.93  0.387
C 15.96 21.12 24.63  -1.134
C 17.08 20.38 25.24  -0.408
N 16.98 18.85 25.14  -0.262
C 17.93 18.29 26.09  -1.054
C 15.66 18.25 25.60  -0.451
C 15.21 18.60 26.97  -1.483
C 17.17 18.40 23.69  -0.690
C 18.63 18.59 23.14  -0.476
O 18.86 19.91 22.67  -0.132
C 19.83 19.98 21.65  -0.719
H 14.99 21.07 25.17  0.282
H 15.87 20.96 23.54  0.174
H 16.20 22.17 24.76  0.481
H 17.09 20.53 26.32  0.561
H 18.04 20.61 24.81  0.532
H 17.72 18.77 27.03  0.547
H 18.96 18.54 25.72  0.448
H 17.82 17.22 26.14  0.334
H 15.84 17.17 25.54  0.497
H 15.02 18.60 24.79  0.549
H 14.14 18.36 27.03  0.368
H 15.44 19.60 27.26  0.380
H 15.70 17.92 27.60  0.461
H 16.40 18.94 23.15  0.348
H 16.85 17.35 23.63  0.470
H 18.66 17.88 22.26  0.431
H 19.34 18.33 23.94  0.196
H 19.53 20.89 21.15  0.089
H 19.93 19.17 20.90  0.365
H 20.82 20.09 22.10  0.314
N 16.42 18.33 19.24  -0.416
S 17.37 17.62 18.22  1.139
O 16.72 17.15 17.06  -0.576
O 18.26 16.70 18.81  -0.641
F 18.32 18.77 17.71  -0.197
S 15.18 19.29 19.02  0.912
O 15.25 20.30 20.01  -0.545
O 13.95 18.66 18.73  -0.500
F 15.58 19.97 17.58  -0.218
N 16.59 18.70 14.57  -0.009
S 15.21 19.14 13.47  1.124
O 14.82 20.49 13.30  -0.551
O 14.54 18.03 13.98  -0.436
F 15.92 18.85 12.22  -0.135
S 17.66 17.62 14.14  0.479
O 17.95 19.14 14.20  -0.283
O 17.77 17.09 12.84  -0.479
F 18.53 16.84 15.06  -0.030